76
Properties=species:S:1:pos:R:3:forces:R:3 method="wB97M-V/def2-TZVPD" homo_ev=-11.2 total_charge=+1
O -1.059356 1.137142 7.711620 0.0 0.1 -0.3
O -2.257209 -0.858228 -7.287790 0.0 -0.1 -0.1
O -0.456660 -0.493337 -4.860356 -0.1 -0.1 0.0
O 0.446987 -0.619707 5.332942 -0.3 0.1 -0.1
O -1.718342 1.469237 4.763837 0.0 0.0 -0.3
O -3.663263 0.075072 -4.737304 0.1 0.0 -0.2
N -0.100300 0.848501 0.070028 0.6 0.6 -0.9
C 0.561376 0.485451 4.468702 0.2 0.0 0.1
C -4.012232 -1.062882 -5.509976 -0.1 0.0 0.1
C 1.900869 -0.467495 0.783035 0.0 -0.4 -0.1
C -2.350449 1.021455 7.147614 0.0 0.0 0.2
C -0.257444 0.103544 -6.133788 0.1 0.1 0.0
C -0.339883 -0.137668 -1.025283 -0.3 -1.1 0.1
C -0.728428 2.397782 8.263478 0.1 -0.1 0.1
C -4.381087 1.260251 -5.024221 0.0 0.0 0.2
C 1.336429 -1.654419 -0.025112 -0.3 -0.2 0.2
C -2.860942 -1.665176 -6.295791 0.1 -0.2 0.1
C 5.715084 0.062203 0.072390 -0.4 0.1 0.0
C 1.374826 0.909761 0.390597 -0.2 -0.4 0.6
C 3.446697 -0.522136 0.834069 -0.4 0.3 -0.2
C 0.071449 -1.847046 4.745382 0.1 -0.1 0.1
C -0.140786 -1.509620 -0.405245 0.7 0.6 0.3
C -2.349377 0.597117 5.691007 -0.1 -0.2 0.0
C 0.256023 -1.681583 -4.604270 -0.1 0.1 0.2
C -0.321645 1.669145 4.822459 0.0 0.2 0.1
C 4.224305 0.371089 -0.144170 0.5 -0.5 0.3
C -1.538269 0.301217 -6.921843 -0.2 0.2 0.0
C 3.877680 0.144600 -1.626990 0.3 0.5 0.3
H 5.859015 -1.011173 -0.018392 0.2 -0.2 0.0
H -0.600861 -2.366845 5.429158 0.0 0.0 0.0
H -0.709389 -1.536319 0.525510 -0.4 -0.3 -0.1
H -3.286303 -2.505490 -6.850332 0.0 0.0 0.0
H 1.601020 0.836013 4.522692 0.0 0.1 -0.1
H 1.129721 -1.467486 -3.975359 0.1 -0.1 -0.1
H -3.397172 0.578336 5.380796 0.0 0.0 0.0
H -0.020645 2.115472 5.770684 0.0 -0.2 0.1
H -0.404182 -2.362175 -4.059267 0.0 0.0 0.0
H 4.780320 0.255063 -2.217624 0.1 0.0 -0.2
H -1.236377 0.749011 -7.872251 0.0 0.0 0.0
H 3.773690 -0.301759 1.846921 0.1 0.1 0.1
H 1.553012 -0.632183 1.802698 -0.1 0.0 0.1
H -4.840424 -0.833982 -6.186411 0.0 0.1 0.0
H 0.311806 2.621554 8.017246 0.0 0.0 0.0
H -0.819717 2.371269 9.351921 -0.1 0.1 0.0
H -0.123026 2.427773 4.056594 0.0 0.0 0.0
H -1.982949 -0.424772 5.578003 0.2 0.1 0.1
H 1.938219 -1.889801 -0.896380 0.1 0.2 -0.2
H -0.459353 -1.707622 3.797209 0.0 0.0 0.0
H -0.451664 -2.304071 -1.070561 -0.2 -0.1 -0.1
H -2.111106 -2.095818 -5.628220 0.0 0.2 0.1
H -3.688370 2.103923 -4.984051 0.0 0.0 0.0
H -4.359460 -1.837322 -4.815912 -0.1 -0.1 -0.1
H 1.403157 -2.518505 0.631543 0.2 -0.2 0.0
H 0.416947 -0.002743 -1.791684 0.0 0.4 -0.2
H -1.330722 0.001537 -1.443894 -0.1 0.2 0.0
H 6.057938 0.392379 1.049142 0.0 -0.1 0.1
H 6.318183 0.552223 -0.683434 0.2 0.1 -0.1
H 3.200359 0.910469 -1.998832 -0.3 -0.2 -0.2
H -2.913905 1.952160 7.263287 0.1 0.1 0.0
H 1.470983 1.572327 1.244764 0.1 0.3 0.0
H 0.369947 0.187504 3.427122 -0.1 -0.1 0.0
H -0.365879 1.768936 -0.284741 -0.2 0.0 0.4
H -5.161872 1.423964 -4.275963 -0.1 0.0 -0.1
H 4.079999 1.410506 0.152213 -0.2 0.2 -0.2
H -1.356245 3.199593 7.867749 0.0 0.0 0.0
H -4.833929 1.238215 -6.017146 0.0 0.0 0.0
H -0.655349 0.624017 0.896814 -0.1 0.0 0.0
H 0.947833 -2.480989 4.580970 0.0 0.0 -0.1
H 1.847194 1.339307 -0.480939 0.1 0.1 -0.1
H 0.580452 -2.186599 -5.515969 0.0 0.0 0.0
H -2.189794 1.030877 -6.436411 0.1 -0.1 0.2
H 0.169369 1.099787 -5.970055 0.1 0.0 -0.1
H 3.500592 -0.850698 -1.829683 -0.2 -0.1 0.0
H 0.463411 -0.469111 -6.724440 -0.1 -0.1 0.0
H -2.886665 0.241452 7.700493 -0.1 0.0 0.0
H 3.736138 -1.552477 0.639405 0.0 -0.2 0.0

=====

7
Properties=species:S:1:pos:R:3:forces:R:3 method="wB97M-V/def2-TZVPD" homo_ev=-9.6 relative_energy_kj_mol=65.1 smiles="O=CC(O)=S"
S -0.294517 1.994914 -0.333741 -0.2 1.2 -0.5
O 0.129143 -1.926278 -0.554229 -0.4 2.5 -0.4
O 0.012693 -0.003808 1.376039 0.0 -0.4 -0.5
C -0.124744 0.500199 0.135140 0.6 -3.2 1.0
C 0.024650 -0.754980 -0.874636 0.3 -0.8 1.7
H 0.122383 0.586237 2.134740 -0.2 0.6 -0.6
H 0.130393 -0.396284 -1.883314 -0.1 0.1 -0.9